Here is a structure of composition C39H54As2N4O3ReSTe at a distorted geometry from OMol25. Energies are from ωB97M-V/def2-TZVPD.

Structure (XYZ):
```
105
Properties=species:S:1:pos:R:3:forces:R:3
Re -1.716445 0.172905 0.544318 -0.5 -0.8 -0.5
C 1.887242 3.882875 -1.218278 -0.1 0.1 0.1
C 0.615800 3.488457 -0.543151 0.1 0.1 -0.2
C -0.420111 4.260737 -0.065873 -0.1 0.3 0.1
C -1.365857 3.383612 0.466581 0.0 -0.1 0.1
N -0.941159 2.114624 0.294332 0.2 0.3 -0.2
N 0.269538 2.213540 -0.344398 -0.2 -0.4 0.2
C -2.609608 3.797632 1.180008 0.1 0.0 -0.1
H 2.232170 4.839473 -0.830853 0.0 0.0 0.0
H 1.720023 3.999610 -2.290159 0.0 0.0 0.0
H 2.675154 3.144790 -1.072757 -0.2 0.2 0.0
H -0.481430 5.339531 -0.077042 0.0 -0.1 0.0
H 0.910919 1.425515 -0.243926 0.0 0.0 -0.1
H -2.483204 4.820647 1.533237 0.0 0.0 0.0
H -2.819469 3.153558 2.026880 0.0 -0.1 0.1
H -3.480311 3.764452 0.527166 0.0 0.0 0.0
C -4.336035 -2.383745 2.972369 -0.1 0.0 0.1
As -3.507869 -2.793966 1.308991 0.0 0.2 0.0
C -4.798910 -2.902525 -0.082226 -0.1 -0.1 -0.1
C -2.803830 -4.551251 1.527839 0.1 -0.1 0.0
O -2.132746 -1.869197 0.916237 0.0 0.0 0.0
H -5.049471 -3.184680 3.178776 0.0 0.0 0.0
H -4.850081 -1.432068 2.914788 0.0 0.1 0.0
H -3.572932 -2.373520 3.746371 0.0 0.0 0.1
H -5.405739 -3.791458 0.098476 0.0 0.0 0.0
H -4.274443 -3.002647 -1.028675 0.0 0.0 -0.1
H -5.418220 -2.013965 -0.081438 0.0 0.1 0.0
H -3.579987 -5.219547 1.899205 0.0 0.0 0.0
H -1.984724 -4.512052 2.241191 0.1 0.0 0.1
H -2.443586 -4.918911 0.569928 0.0 -0.1 0.0
Te -4.192836 0.702608 0.792459 0.2 0.2 0.1
C -2.683424 0.821651 4.187020 0.0 0.0 0.0
As -1.201641 0.400313 3.013253 0.0 0.1 0.3
C 0.013310 1.802240 3.540287 0.1 0.0 -0.1
C -0.551797 -1.214840 3.924767 0.3 0.1 0.0
C 0.941127 -1.373474 4.048853 -0.1 0.0 0.0
C 1.680013 -1.965491 3.027688 0.1 0.0 0.0
C 3.041934 -2.195348 3.177152 -0.1 0.1 0.0
C 3.686628 -1.827207 4.353125 0.0 0.0 -0.1
C 2.966296 -1.205202 5.363331 -0.1 0.0 0.0
C 1.602438 -0.980295 5.210204 0.1 0.0 0.0
H -3.421706 0.025826 4.165329 0.0 0.0 0.0
H -3.160637 1.741932 3.860200 0.0 0.0 0.0
H -2.306921 0.948052 5.200114 0.0 0.0 0.1
H 0.410754 1.581788 4.528658 0.0 0.0 0.0
H -0.545620 2.736148 3.574157 0.0 0.0 0.0
H 0.826306 1.875210 2.822114 0.0 0.0 0.0
H -0.974386 -2.045637 3.368202 -0.1 -0.2 -0.1
H -1.009551 -1.184220 4.909462 -0.1 0.0 0.1
H 1.172576 -2.270465 2.119600 0.0 0.0 0.0
H 3.601125 -2.677790 2.383063 0.0 0.0 0.0
H 4.740663 -2.038884 4.487839 0.0 0.0 0.0
H 3.460995 -0.910918 6.280855 0.0 0.0 0.0
H 1.041751 -0.521611 6.018537 0.0 0.0 0.0
N -2.042707 -0.033058 -1.551668 0.1 -0.1 -0.1
S -0.980616 0.259566 -2.725282 0.1 0.3 0.4
C -1.829307 1.383249 -3.835489 -0.1 0.0 -0.1
C -2.821722 2.194630 -3.299865 0.0 0.0 0.0
C -3.465151 3.104762 -4.131900 0.0 0.0 0.0
C -3.103453 3.208543 -5.466730 0.0 0.0 0.0
C -2.091135 2.405670 -5.981712 0.0 0.0 0.0
C -1.443578 1.487985 -5.169249 0.0 -0.1 0.1
C -0.806979 -1.200563 -3.705858 0.1 0.0 -0.3
C -1.884083 -2.042882 -3.943305 0.0 0.0 -0.1
C -1.700311 -3.143567 -4.763440 0.0 0.0 0.0
C -0.454117 -3.391611 -5.334851 0.0 0.0 0.0
C 0.618808 -2.547700 -5.082017 0.0 0.0 0.0
C 0.447266 -1.441763 -4.254439 0.0 -0.1 0.0
H -2.971489 -0.187765 -1.925292 -0.1 0.1 0.1
H -3.090458 2.123142 -2.252077 0.0 0.0 0.0
H -4.252476 3.730743 -3.730079 0.0 0.0 0.0
H -3.606617 3.920170 -6.109348 0.0 0.0 0.0
H -1.807276 2.489019 -7.023384 0.0 0.0 0.0
H -0.664866 0.856970 -5.580724 0.0 0.0 0.0
H -2.854552 -1.841583 -3.502695 0.1 0.0 -0.1
H -2.533446 -3.803738 -4.973210 0.1 0.0 0.0
H -0.322101 -4.251825 -5.980913 0.0 0.1 0.0
H 1.585071 -2.744561 -5.530686 -0.1 0.0 0.0
H 1.278243 -0.774772 -4.037937 -0.1 0.0 0.0
C 2.186046 -2.037587 -0.934669 0.0 -0.1 0.0
C 0.784364 -1.875612 -0.434145 -0.1 0.4 0.0
N 0.093937 -2.990725 -0.225848 0.0 0.0 0.0
O 0.302960 -0.736823 -0.238788 -0.1 0.0 0.4
H 2.736390 -2.715442 -0.278034 0.0 0.0 -0.1
H 2.691636 -1.082402 -0.964734 0.0 0.1 0.0
H 2.170517 -2.476488 -1.935750 0.0 0.0 0.0
H 0.515405 -3.886451 -0.402143 0.0 0.0 0.0
H -0.843835 -2.907055 0.158817 0.0 0.1 0.0
C 4.015554 1.366463 2.644741 0.1 0.0 0.0
C 3.451993 1.157510 1.266684 0.2 0.1 0.0
O 2.253881 0.975767 1.116747 0.2 0.0 -0.2
C 4.378161 1.211192 0.085313 -0.1 -0.1 0.3
C 5.759448 1.268679 0.251748 0.1 0.0 0.0
C 6.601571 1.325828 -0.852417 0.0 0.0 0.1
C 6.066990 1.339787 -2.131176 -0.1 0.0 0.0
C 4.686078 1.285096 -2.308281 0.1 0.0 0.0
C 3.852008 1.213065 -1.205483 0.0 -0.3 -0.1
H 3.216316 1.306480 3.378777 0.0 0.0 0.0
H 4.508970 2.340082 2.704449 0.0 -0.1 0.0
H 4.760093 0.603601 2.878810 0.0 0.0 0.0
H 6.193035 1.267120 1.244368 0.0 0.0 -0.1
H 7.674056 1.364943 -0.711174 0.0 0.0 0.0
H 6.723139 1.395869 -2.991701 0.0 0.0 0.0
H 4.269506 1.304158 -3.308385 0.0 0.0 0.0
H 2.776750 1.147068 -1.339722 0.1 -0.1 0.0
```
Forces are in eV/Å.

spin multiplicity	4
energy relative to the best compared isomer or geometry (same formula, charge and spin)	0.00	kJ/mol
total charge	+2
HOMO (alpha / beta)	-11.8138 / -12.2767	eV
gap between HOMO and LUMO (alpha / beta)	7.732 / 6.797	eV